{
  "formula": "C50H45FMgN4O4P",
  "method": "wB97M-V/def2-TZVPD",
  "e_tot_ha": -3093.8032,
  "charge": -1,
  "homo_energy_ev": -4.149,
  "de_lowest_kcal_mol": 0.00,
  "symbols": ["Mg", "O", "N", "N", "O", "C", "C", "C", "C", "C", "C", "H", "H", "H", "H", "H", "C", "C", "C", "C", "C", "C", "C", "C", "C", "C", "C", "C", "N", "C", "C", "C", "C", "C", "C", "F", "H", "H", "H", "H", "H", "H", "H", "H", "H", "H", "H", "H", "H", "H", "H", "H", "H", "H", "H", "H", "H", "O", "C", "N", "C", "O", "C", "C", "C", "C", "C", "C", "H", "H", "H", "H", "C", "C", "C", "C", "C", "C", "P", "C", "C", "C", "C", "C", "C", "C", "C", "C", "C", "C", "C", "H", "H", "H", "H", "H", "H", "H", "H", "H", "H", "H", "H", "H", "H", "H"],
  "coordinates": [[-0.39894, 0.44373, 0.17445], [1.28109, 0.77270, 1.19175], [1.12974, 1.39248, 2.29696], [-0.05133, 1.84140, 2.47062], [-1.00384, 1.70940, 1.58080], [-0.33185, 2.55178, 3.67086], [-1.43625, 3.39098, 3.70266], [-1.71043, 4.11127, 4.85458], [-0.90108, 3.98487, 5.97317], [0.18513, 3.11854, 5.94167], [0.47378, 2.39938, 4.79644], [-2.05941, 3.46686, 2.82322], [-2.56541, 4.77501, 4.88389], [-1.11503, 4.55393, 6.86939], [0.79740, 2.99577, 6.82619], [1.30504, 1.71196, 4.74986], [-3.58153, 0.38544, 1.30845], [-3.41162, -0.27009, 2.67646], [-4.35438, -1.48202, 2.76634], [-2.00569, -0.63826, 3.17271], [-1.80993, -0.35059, 4.52270], [-0.67959, -0.74560, 5.20845], [0.26421, -1.49783, 4.53917], [0.14793, -1.80195, 3.18298], [1.23274, -2.77175, 2.68430], [2.07715, -2.35502, 1.48310], [0.67890, -4.18633, 2.46399], [-0.96858, -1.29630, 2.45463], [-0.99002, -1.33207, 1.03952], [-1.55836, -2.39867, 0.41840], [-2.10903, -3.51822, 1.09835], [-2.66900, -4.59524, 0.43839], [-2.72765, -4.64308, -0.94763], [-2.20301, -3.56994, -1.65758], [-1.65262, -2.51068, -0.98318], [-1.13624, -1.49618, -1.72649], [-4.64203, 0.59943, 1.14842], [-3.25602, -0.26856, 0.50540], [-3.02919, 1.31914, 1.24360], [-3.77982, 0.45050, 3.41338], [-4.20222, -2.14963, 1.92107], [-5.39170, -1.13771, 2.73849], [-4.19897, -2.03911, 3.69312], [-2.58216, 0.19400, 5.05589], [-0.55198, -0.49611, 6.25517], [1.12440, -1.87105, 5.08501], [1.92607, -2.85825, 3.52615], [1.44320, -2.06954, 0.65152], [2.71419, -3.19033, 1.17487], [2.71404, -1.50616, 1.72162], [0.13547, -4.25658, 1.52398], [0.00410, -4.47257, 3.27368], [1.50227, -4.90565, 2.43640], [-2.06702, -3.51063, 2.17945], [-3.06785, -5.42048, 1.01857], [-3.16840, -5.48417, -1.46561], [-2.22016, -3.54679, -2.74037], [0.27437, 2.64858, -1.03796], [-0.78206, 2.34871, -1.58968], [-1.51236, 1.25927, -1.27127], [-2.60128, 1.15227, -2.09771], [-3.42472, 0.26211, -2.12006], [-2.58771, 2.35041, -3.02607], [-3.45518, 2.74960, -4.01784], [-3.15127, 3.92444, -4.70461], [-2.01243, 4.65866, -4.39629], [-1.14440, 4.24870, -3.38614], [-1.45606, 3.08973, -2.71065], [-4.33766, 2.16684, -4.25047], [-3.81110, 4.27798, -5.48798], [-1.80121, 5.56187, -4.95641], [-0.25721, 4.81870, -3.14040], [0.84668, 2.21590, -5.65737], [0.14792, 1.08493, -5.26049], [0.46702, 0.45434, -4.06885], [1.49496, 0.93323, -3.25319], [2.18417, 2.07200, -3.65732], [1.86250, 2.70477, -4.85069], [1.77565, 0.01108, -1.67744], [3.41390, 0.63323, -1.12928], [4.56576, -0.14783, -1.08814], [5.75253, 0.37018, -0.58636], [5.80529, 1.67341, -0.11814], [4.65480, 2.45073, -0.12861], [3.46602, 1.93112, -0.61230], [2.26824, -1.58971, -2.46687], [1.84472, -2.79478, -1.91617], [2.20982, -4.00649, -2.48888], [3.00985, -4.02876, -3.61946], [3.43857, -2.83135, -4.18029], [3.06825, -1.62475, -3.61088], [0.59561, 2.71503, -6.58525], [-0.64964, 0.69353, -5.88031], [-0.09525, -0.41979, -3.76059], [2.98043, 2.46977, -3.04440], [2.41044, 3.59066, -5.15046], [4.54353, -1.16946, -1.44226], [6.63892, -0.25221, -0.55617], [6.73377, 2.07680, 0.26740], [4.68455, 3.46248, 0.25768], [2.55466, 2.51601, -0.57525], [1.21401, -2.79661, -1.03737], [1.86011, -4.93283, -2.04955], [3.29891, -4.97220, -4.06632], [4.06179, -2.84046, -5.06668], [3.40324, -0.69533, -4.05562]],
  "mulliken_charge": [2.518, 0.132, -1.672, 1.540, -0.409, 0.148, -0.436, -0.785, -0.403, -0.765, -0.134, 0.433, 0.382, 0.387, 0.378, 0.479, -1.080, 0.208, -1.701, 0.652, -0.122, -1.415, -0.602, 0.890, 0.291, -0.953, -1.748, -1.495, 1.208, 0.440, -0.707, -0.994, -0.944, -0.913, -0.203, 0.256, 0.661, -0.031, -0.123, 0.602, 0.255, 0.476, 0.358, 0.356, 0.403, 0.323, 0.551, -0.617, 0.625, 0.336, 0.259, 0.354, 0.530, 0.731, 0.404, 0.402, 0.469, -0.570, -0.063, 1.198, -0.606, -0.720, 0.155, -0.612, -0.458, -0.724, -0.200, 0.056, 0.505, 0.421, 0.412, 0.546, -0.571, -0.591, -0.207, 0.011, -0.199, -0.693, 1.627, 0.445, -0.902, -0.678, -0.687, -0.903, -0.393, -0.261, 0.012, -1.118, -0.597, -0.771, -0.144, 0.382, 0.440, 0.235, 0.353, 0.412, 0.372, 0.415, 0.375, 0.450, 0.607, 0.322, 0.477, 0.381, 0.413, 0.462]
}

=====

{
  "formula": "C50H45GeHfN6O2S2",
  "method": "wB97M-V/def2-TZVPD",
  "e_tot_ha": -5332.7627,
  "charge": -1,
  "homo_energy_ev": -4.235,
  "symbols": ["Hf", "S", "C", "S", "C", "C", "N", "C", "N", "C", "C", "O", "N", "C", "C", "C", "C", "C", "C", "N", "H", "H", "H", "H", "H", "H", "H", "H", "H", "H", "C", "C", "C", "C", "C", "C", "C", "C", "C", "C", "C", "C", "C", "C", "C", "N", "H", "H", "H", "H", "H", "H", "H", "H", "H", "H", "C", "Ge", "C", "C", "C", "C", "C", "C", "C", "C", "C", "C", "C", "C", "C", "C", "C", "C", "C", "C", "H", "H", "H", "H", "H", "H", "H", "H", "H", "H", "H", "H", "H", "H", "H", "H", "C", "N", "C", "C", "C", "O", "H", "H", "H", "H", "H", "H", "H", "H", "H"],
  "coordinates": [[1.00675, 0.55699, 0.11297], [1.14845, 3.74229, 2.29357], [0.44275, 4.04449, 0.76157], [-0.43595, 2.80289, -0.07633], [0.46825, 5.32849, 0.23617], [-0.19995, 5.65939, -0.94543], [-0.74105, 5.97869, -1.91083], [1.14885, 6.36629, 0.87847], [1.71325, 7.23609, 1.38387], [4.01885, -2.48171, 2.76507], [2.88305, -2.22391, 1.79027], [2.82235, -1.18841, 1.14317], [1.97965, -3.22181, 1.71767], [0.88605, -3.27701, 0.74927], [1.35785, -2.75131, -0.58403], [1.97985, -3.58701, -1.46963], [2.27495, -3.08041, -2.77353], [2.10485, -1.77971, -3.04283], [1.79105, -0.81671, -1.92843], [1.09655, -1.45661, -0.79373], [4.43435, -1.52581, 3.07447], [4.79825, -3.05601, 2.26377], [3.67775, -3.03091, 3.63947], [2.12475, -4.03941, 2.28807], [0.04165, -2.66311, 1.09237], [0.55955, -4.31551, 0.66187], [2.12615, -4.63121, -1.24203], [2.56575, -3.78551, -3.54163], [2.34275, -1.35521, -4.00793], [2.78855, -0.42311, -1.56073], [4.74455, 2.86849, -0.99763], [5.42595, 2.86319, 0.20727], [4.78505, 2.42459, 1.34817], [3.46915, 1.95849, 1.28367], [2.81465, 1.79859, 0.04617], [3.47765, 2.30789, -1.07393], [2.73845, 1.64149, 2.52107], [3.19055, 2.20879, 3.75157], [2.66325, 1.81129, 4.93247], [1.70555, 0.76329, 4.93467], [1.14175, 0.26729, 6.11507], [0.24835, -0.77621, 6.08907], [-0.06555, -1.37511, 4.86827], [0.46325, -0.90011, 3.69327], [1.32675, 0.21439, 3.67807], [1.80305, 0.67759, 2.49477], [5.21125, 3.28129, -1.88173], [6.44595, 3.21849, 0.26347], [5.32805, 2.42079, 2.28317], [2.98115, 2.29649, -2.03953], [3.89585, 3.02099, 3.71477], [2.95535, 2.26449, 5.87097], [1.42695, 0.72069, 7.05457], [-0.19085, -1.14391, 7.00567], [-0.73505, -2.22411, 4.85127], [0.24175, -1.38281, 2.75427], [0.88955, 0.39739, -2.17453], [-0.92935, -0.15941, -2.71503], [-2.32665, 1.19509, -2.27493], [-2.75595, 2.10879, -3.22713], [-3.78925, 2.98639, -2.95873], [-4.42415, 2.95419, -1.73003], [-3.98145, 2.08069, -0.75423], [-2.92985, 1.22579, -1.02533], [-1.28455, -0.50481, -4.68583], [-2.57485, -0.49371, -5.20543], [-2.81925, -0.82321, -6.52743], [-1.77165, -1.17681, -7.36213], [-0.48185, -1.19921, -6.86223], [-0.25155, -0.86351, -5.53973], [-1.63895, -1.92801, -2.08583], [-2.79825, -2.07791, -1.33903], [-3.27425, -3.33251, -0.99293], [-2.61395, -4.47101, -1.41913], [-1.48685, -4.33871, -2.21403], [-1.01605, -3.08181, -2.54533], [1.29885, 1.11079, -2.89843], [-2.25945, 2.14059, -4.18673], [-4.10825, 3.69549, -3.70913], [-5.25075, 3.62159, -1.53173], [-4.45225, 2.05939, 0.22207], [-2.54345, 0.58819, -0.24433], [-3.40055, -0.20991, -4.56543], [-3.83175, -0.81201, -6.91243], [-1.95965, -1.42781, -8.39773], [0.34625, -1.48001, -7.50183], [0.75665, -0.87861, -5.15593], [-3.35355, -1.19991, -1.04363], [-4.17465, -3.42481, -0.39553], [-2.98705, -5.44971, -1.14363], [-0.97875, -5.21981, -2.58493], [-0.14765, -2.97891, -3.17833], [-3.08805, -1.52621, 2.02257], [-2.85645, -0.22321, 2.60847], [-3.95025, 0.23069, 3.43497], [-1.79875, 0.52409, 2.23807], [-1.66515, 1.88199, 2.85337], [-0.98005, 0.07489, 1.41407], [-4.04245, -1.52081, 1.48947], [-3.11865, -2.29011, 2.80547], [-2.28835, -1.75851, 1.32207], [-4.32445, -0.61751, 4.00957], [-4.76585, 0.61289, 2.81477], [-3.64225, 1.00989, 4.12337], [-1.84915, 1.86629, 3.92647], [-2.36275, 2.57169, 2.37677], [-0.66095, 2.27979, 2.68297]],
  "mulliken_charge": [1.044, -0.378, 0.670, -0.355, 0.552, 0.106, -0.682, -0.250, -0.666, -1.711, 0.421, -0.102, 0.193, 0.006, 0.825, -1.009, -1.385, -0.995, 0.116, 0.341, 0.270, 0.422, 0.430, 0.267, -1.183, 0.772, 0.406, 0.328, 0.881, 0.295, -0.809, -1.052, -0.904, 0.229, 0.887, -0.238, 0.118, -0.498, -1.872, 1.459, -0.706, -1.037, -0.601, 0.908, -1.203, 1.505, 0.449, 0.386, 0.558, 0.285, 0.729, 0.365, 0.435, 0.393, 0.483, -0.591, -0.542, 2.030, 0.154, -0.426, -0.900, -0.719, -0.880, 0.665, 0.112, -0.179, -0.811, -0.440, -0.742, -0.243, 0.205, -0.340, -0.510, -0.907, -0.706, -0.356, 0.795, 0.481, 0.383, 0.400, 0.363, -0.104, 0.398, 0.388, 0.366, 0.403, 0.103, 0.444, 0.424, 0.365, 0.395, 0.587, -0.841, 0.888, -1.123, -0.036, -0.963, -0.343, 0.479, 0.439, -0.292, 0.313, 0.300, 0.372, 0.631, 0.304, -1.092]
}

=====

- Number 1 is which compound?
  C50H45FMgN4O4P